Record 1
Here is a molecular structure, C48H35BrN3O3RhS4 from the Open Molecules 2025 dataset. Energies are from ωB97M-V/def2-TZVPD.

ORCA input file:
```
! RIJCOSX wB97M-V def2-TZVPD def2/J DEFGRID3
* xyz 0 1
Rh -1.579 -0.233 -2.232
C 1.902 5.837 -1.614
C 0.960 4.890 -0.923
C -0.326 5.288 -0.566
C -1.193 4.418 0.076
C -0.773 3.133 0.380
C 0.514 2.731 0.071
C 1.363 3.600 -0.595
S -1.945 2.057 1.249
O -1.799 0.606 0.897
C -0.909 2.218 2.682
C -1.103 3.442 3.368
C -0.188 3.894 4.259
C 1.029 3.190 4.424
C 2.064 3.711 5.238
C 3.265 3.073 5.337
C 3.484 1.885 4.610
C 2.490 1.342 3.848
C 1.216 1.964 3.746
C 0.158 1.400 2.931
C 0.413 -0.061 2.630
C 0.540 -0.777 3.892
C -0.165 -0.340 5.046
C -0.057 -1.004 6.234
C 0.789 -2.125 6.355
C 1.478 -2.569 5.265
C 1.351 -1.919 4.015
C 2.050 -2.364 2.869
C 1.764 -1.819 1.665
C 0.844 -0.739 1.503
S 0.367 -0.842 -0.332
O 1.673 -0.972 -1.007
C -0.222 -2.534 -0.039
C -1.417 -2.807 0.607
C -1.803 -4.130 0.757
C -1.018 -5.177 0.281
C -1.468 -6.604 0.430
C 0.183 -4.867 -0.351
C 0.583 -3.552 -0.518
H 1.362 6.654 -2.092
H 2.489 5.323 -2.375
H 2.603 6.275 -0.901
H -0.661 6.289 -0.809
H -2.199 4.735 0.317
H 0.876 1.753 0.354
H 2.360 3.265 -0.857
H -2.001 4.013 3.159
H -0.351 4.813 4.810
H 1.885 4.639 5.768
H 4.053 3.482 5.956
H 4.450 1.399 4.653
H 2.687 0.435 3.292
H -0.823 0.516 4.974
H -0.630 -0.668 7.089
H 0.888 -2.628 7.308
H 2.130 -3.432 5.334
H 2.763 -3.175 2.951
H 2.229 -2.210 0.771
H -2.031 -2.004 0.988
H -2.735 -4.354 1.265
H -1.919 -6.776 1.408
H -0.635 -7.296 0.311
H -2.217 -6.855 -0.324
H 0.811 -5.667 -0.726
H 1.501 -3.306 -1.038
S -0.845 -2.232 -3.070
C 0.712 -1.925 -3.799
C 1.512 -2.963 -4.257
C 2.742 -2.690 -4.843
C 3.550 -3.779 -5.317
N 4.188 -4.653 -5.704
C 3.181 -1.364 -4.962
C 2.383 -0.329 -4.491
C 1.154 -0.610 -3.916
S 0.137 0.684 -3.309
C 4.453 -1.056 -5.552
N 5.474 -0.802 -6.014
H 1.183 -3.989 -4.155
H 2.734 0.692 -4.565
Br -4.135 -2.024 -2.247
C -3.908 -0.947 -3.769
C -4.910 -0.909 -4.721
C -4.759 -0.051 -5.793
C -3.616 0.727 -5.870
C -2.658 0.617 -4.885
N -2.792 -0.223 -3.848
H -5.784 -1.530 -4.599
H -5.528 0.014 -6.551
H -3.454 1.418 -6.684
H -1.738 1.181 -4.910
C -4.157 1.660 -2.070
O -2.918 1.214 -1.643
H -4.844 0.854 -2.368
H -4.092 2.367 -2.912
H -4.664 2.189 -1.251
*
```

Results
Energy relative to the best compared isomer or geometry (same formula, charge and spin) (eV): 1.9295
DFT total energy (eV): -177345.2871
Kohn-Sham gap (eV): 6.59
HOMO energy (eV): -7.49
LUMO (eV): -0.9

Record 2
Here is a molecular structure, C48H35ClF10N5O3PS2Tc from the Open Molecules 2025 dataset. Energies are from ωB97M-V/def2-TZVPD.

ORCA input file:
```
! RIJCOSX wB97M-V def2-TZVPD def2/J DEFGRID3
* xyz 2 4
Tc 0.083 -0.006 -0.069
N -1.922 0.138 3.062
C -0.580 0.094 3.136
N 0.248 0.058 2.108
C 1.563 0.105 2.551
C 1.720 0.090 3.900
S 0.197 0.066 4.690
C 2.601 0.246 1.560
C 3.930 0.462 1.738
S 4.732 0.626 0.220
C 3.211 0.373 -0.585
N 2.199 0.195 0.242
N 3.131 0.266 -1.916
H -2.314 0.637 2.277
H -2.414 0.257 3.935
H 2.627 0.105 4.466
H 4.481 0.544 2.652
H 3.913 0.534 -2.488
H 2.220 0.161 -2.336
C -1.567 5.337 -5.206
C -0.641 4.263 -5.761
C -1.205 3.704 -7.065
C -0.220 2.724 -7.681
C 0.135 1.673 -6.680
C 0.605 0.449 -7.107
C 0.861 -0.566 -6.190
F 1.317 -1.743 -6.613
C 0.641 -0.386 -4.848
C 0.204 0.858 -4.381
C 0.032 1.051 -2.952
O 0.223 0.057 -2.166
C -0.287 2.366 -2.554
C -0.507 3.342 -3.512
N -0.422 3.147 -4.820
C -0.038 1.910 -5.298
C -0.335 2.826 -1.106
O -0.587 3.984 -0.862
O -0.064 1.935 -0.214
H -1.832 6.011 -6.016
H -1.102 5.938 -4.432
H -2.486 4.900 -4.825
H 0.346 4.702 -5.958
H -1.394 4.524 -7.755
H -2.156 3.208 -6.866
H 0.682 3.248 -8.010
H -0.652 2.253 -8.564
H 0.765 0.267 -8.157
H 0.794 -1.196 -4.156
H -0.752 4.330 -3.151
Cl -3.491 -5.306 -1.935
C -2.113 -4.392 -1.249
C -1.770 -3.114 -2.029
C -2.217 -1.768 -1.711
C -2.419 -1.255 -0.447
C -2.329 0.142 -0.239
C -2.597 -2.141 0.742
C -2.328 -4.219 0.233
H -1.891 -3.314 -3.093
H -2.178 -1.063 -2.529
H -2.841 0.546 0.621
H -2.456 0.773 -1.111
H -2.808 -1.562 1.639
H -2.330 -5.196 0.716
F 5.477 -6.473 0.864
C 5.117 -5.543 1.757
F 6.136 -4.683 1.872
F 4.975 -6.149 2.938
C 3.846 -4.843 1.333
C 2.620 -5.478 1.486
C 1.452 -4.830 1.120
C 1.510 -3.550 0.570
C 2.753 -2.950 0.385
C 3.918 -3.577 0.775
P 0.088 -2.561 -0.013
C -0.248 -3.429 -1.638
C 0.791 -3.142 -2.649
C 0.828 -3.854 -3.780
C -0.078 -4.974 -3.942
C -0.662 -5.553 -2.886
C -0.685 -4.914 -1.542
C -0.405 -5.464 -5.329
F 0.327 -4.879 -6.276
F -1.693 -5.142 -5.584
F -0.300 -6.781 -5.471
C -1.417 -3.153 0.904
C -1.150 -3.425 2.347
C -2.098 -3.752 3.231
C -3.522 -3.892 2.978
C -4.193 -3.741 1.826
C -3.554 -3.342 0.548
C -4.349 -4.306 4.179
F -4.654 -5.608 4.127
F -3.726 -4.091 5.343
F -5.506 -3.633 4.224
H 2.582 -6.476 1.896
H 0.506 -5.322 1.285
H 2.796 -1.979 -0.074
H 4.874 -3.093 0.652
H 1.493 -2.349 -2.441
H 1.550 -3.670 -4.560
H -1.212 -6.475 -2.990
H -0.249 -5.570 -0.787
H -0.128 -3.331 2.689
H -1.801 -3.945 4.252
H -5.259 -3.923 1.816
H -4.280 -3.250 -0.254
*
```

Results
Energy relative to the best compared isomer or geometry (same formula, charge and spin) (eV): 1.1295
DFT total energy (eV): -136781.2920
Kohn-Sham gap (alpha / beta) (eV): 8.02 / 6.14
HOMO energy (alpha / beta) (eV): -13.34 / -13.32
LUMO (alpha / beta) (eV): -5.3 / -7.2

Record 3
Here is a molecular structure, C48H37IrN3OP2SbSe4 from the Open Molecules 2025 dataset. Energies are from ωB97M-V/def2-TZVPD.

ORCA input file:
```
! RIJCOSX wB97M-V def2-TZVPD def2/J DEFGRID3
* xyz 1 6
Ir -0.707 -0.342 -0.602
O 0.598 -2.181 0.271
C 1.221 -2.005 1.537
C 2.584 -2.134 1.747
C 3.110 -1.912 3.013
C 2.294 -1.751 4.070
C 0.963 -1.547 3.872
C 0.402 -1.667 2.606
P -1.276 -0.945 2.509
C -1.079 0.921 2.281
C -2.140 1.838 2.106
C -1.889 3.151 1.788
C -0.605 3.667 1.789
C 0.462 2.838 1.998
C 0.198 1.461 2.171
C -2.168 -1.099 4.038
C -3.012 -2.163 4.364
C -3.704 -2.209 5.583
C -3.521 -1.262 6.599
C -2.601 -0.243 6.255
C -1.965 -0.138 5.034
C 0.976 -3.149 -0.648
C 1.685 -4.275 -0.245
C 2.154 -5.126 -1.254
C 1.810 -5.043 -2.614
C 1.056 -3.937 -2.977
C 0.565 -3.019 -1.983
P -0.812 -1.854 -2.303
C -2.344 -2.809 -2.381
C -3.569 -2.295 -2.001
C -4.749 -2.948 -2.186
C -4.710 -4.231 -2.781
C -3.544 -4.846 -3.085
C -2.344 -4.171 -2.870
C -0.611 -1.357 -4.033
C -1.637 -1.448 -4.996
C -1.445 -0.985 -6.329
C -0.245 -0.362 -6.640
C 0.770 -0.209 -5.692
C 0.580 -0.691 -4.400
H 3.289 -2.437 1.005
H 4.177 -2.019 3.072
H 2.631 -1.658 5.094
H 0.305 -1.326 4.711
H -3.137 1.411 2.208
H -2.718 3.864 1.584
H -0.600 4.739 1.716
H 1.491 3.153 2.036
H 1.076 0.852 2.319
H -3.216 -2.913 3.659
H -4.413 -2.972 5.741
H -4.073 -1.169 7.516
H -2.543 0.581 6.998
H -1.402 0.747 4.962
H 1.941 -4.508 0.771
H 2.817 -5.891 -0.862
H 2.247 -5.793 -3.291
H 0.666 -3.772 -3.983
H -3.665 -1.256 -1.618
H -5.703 -2.452 -1.957
H -5.607 -4.690 -3.067
H -3.407 -5.799 -3.619
H -1.443 -4.740 -3.122
H -2.533 -1.937 -4.724
H -2.254 -1.150 -7.105
H -0.044 0.044 -7.623
H 1.691 0.222 -5.913
H 1.370 -0.614 -3.596
Se -1.446 -4.618 2.710
Sb -2.027 -5.337 0.421
Se -2.526 -1.432 0.823
Se -1.140 -7.420 1.321
Se -4.317 -4.842 1.399
N 2.018 6.104 -0.950
C 2.796 7.003 -0.284
C 2.701 8.401 -0.163
C 3.791 9.021 0.427
C 4.938 8.319 0.798
C 5.002 6.981 0.629
C 3.961 6.281 0.087
N 3.806 4.969 -0.161
C 2.634 4.851 -0.829
C 2.046 3.531 -1.168
C 0.692 3.527 -1.567
C 0.035 2.403 -1.683
N 0.598 1.144 -1.385
C 2.020 1.128 -1.156
C 2.734 2.313 -1.069
H 1.038 6.177 -1.294
H 1.866 8.973 -0.543
H 3.856 10.081 0.571
H 5.764 8.933 1.168
H 5.905 6.315 0.910
H 0.109 4.460 -1.761
H -1.022 2.313 -1.862
H 2.595 0.165 -1.014
H 3.878 2.216 -0.895
*
```

Results
Energy relative to the best compared isomer or geometry (same formula, charge and spin) (eV): 2.4138
DFT total energy (eV): -346225.3874
Kohn-Sham gap (alpha / beta) (eV): 5.09 / 5.43
HOMO energy (alpha / beta) (eV): -8.15 / -9.91
LUMO (alpha / beta) (eV): -3.1 / -4.5

Record 4
Here is a molecular structure, C48H37N4OY from the Open Molecules 2025 dataset. Energies are from ωB97M-V/def2-TZVPD.

ORCA input file:
```
! RIJCOSX wB97M-V def2-TZVPD def2/J DEFGRID3
* xyz 0 1
Y -0.086 -0.124 0.563
C 4.457 -6.447 -0.314
C 4.207 -5.975 0.916
C 3.451 -4.818 1.164
C 2.863 -4.204 0.080
C 3.102 -4.688 -1.240
C 3.855 -5.875 -1.420
C 2.025 -2.971 0.152
C 2.713 -1.769 0.154
C 4.155 -1.543 0.306
C 4.386 -0.223 0.293
C 3.047 0.378 0.085
C 2.891 1.673 0.019
C 3.965 2.677 0.381
C 5.096 2.822 -0.462
C 6.176 3.583 -0.057
C 6.171 4.230 1.192
C 5.009 4.164 1.939
C 3.930 3.326 1.558
C 1.618 2.292 -0.414
N 0.453 1.629 -0.756
C -0.471 2.588 -1.009
C -1.856 2.429 -1.258
C -2.694 3.659 -1.598
C -3.429 4.246 -0.480
C -4.209 5.401 -0.761
C -4.146 5.977 -2.038
C -3.475 5.422 -3.071
C -2.717 4.264 -2.823
C -2.560 1.238 -1.318
C -3.864 0.908 -1.946
C -4.022 -0.394 -1.859
C -2.906 -0.918 -1.139
N -1.997 0.053 -0.846
C -2.718 -2.309 -0.948
C -1.524 -2.965 -0.504
C -1.293 -4.394 -0.394
C 0.030 -4.443 0.001
C 0.623 -3.132 0.070
N -0.409 -2.282 -0.232
C -3.758 -3.262 -1.355
C -4.613 -3.809 -0.461
C -5.434 -4.896 -0.807
C -5.171 -5.587 -2.019
C -4.362 -4.971 -2.922
C -3.616 -3.880 -2.604
C 0.141 3.862 -0.963
C 1.470 3.673 -0.624
N 2.054 -0.593 0.104
H 5.127 -7.249 -0.510
H 4.589 -6.459 1.826
H 3.336 -4.463 2.185
H 2.541 -4.252 -2.052
H 3.988 -6.343 -2.457
H 4.778 -2.401 0.508
H 5.252 0.485 0.389
H 5.061 2.334 -1.493
H 7.055 3.858 -0.670
H 7.031 4.844 1.489
H 4.957 4.851 2.824
H 3.097 3.409 2.270
H -3.364 3.851 0.554
H -4.776 5.833 0.043
H -4.531 7.010 -2.186
H -3.289 5.930 -4.001
H -2.045 3.881 -3.551
H -4.479 1.658 -2.354
H -4.688 -1.142 -2.216
H -2.007 -5.131 -0.637
H 0.547 -5.352 0.234
H -4.699 -3.416 0.549
H -6.162 -5.299 -0.105
H -5.622 -6.519 -2.214
H -4.222 -5.427 -3.930
H -2.997 -3.397 -3.322
H -0.297 4.803 -1.198
H 2.196 4.467 -0.471
C 0.432 2.378 3.669
C -0.844 1.515 3.331
C -1.330 0.937 4.668
C -1.958 2.324 2.618
O -0.336 0.494 2.534
H 0.156 3.352 4.068
H 0.980 2.598 2.751
H 1.042 1.869 4.334
H -1.708 1.644 5.354
H -0.460 0.559 5.207
H -2.089 0.177 4.454
H -2.082 3.409 2.914
H -3.033 1.915 2.659
H -1.703 2.437 1.600
*
```

Results
DFT total energy (eV): -59429.0811
Kohn-Sham gap (alpha / beta) (eV): 5.49 / 5.49
HOMO energy (alpha / beta) (eV): -6.91 / -6.90
LUMO (alpha / beta) (eV): -1.4 / -1.4

Record 5
Here is a molecular structure, C48H38As2BiF9OP from the Open Molecules 2025 dataset. Energies are from ωB97M-V/def2-TZVPD.

ORCA input file:
```
! RIJCOSX wB97M-V def2-TZVPD def2/J DEFGRID3
* xyz 1 1
Bi 0.784 0.300 0.566
C -0.630 4.370 -5.083
C -0.902 5.215 -4.016
C -0.732 4.769 -2.713
C -0.283 3.472 -2.473
C -0.008 2.629 -3.549
C -0.186 3.076 -4.849
P -0.102 2.803 -0.795
C -0.169 4.242 0.303
C -1.179 4.434 1.241
C -1.148 5.544 2.076
C -0.115 6.462 1.979
C 0.903 6.268 1.052
C 0.883 5.158 0.226
C -1.616 1.863 -0.474
C -2.904 2.254 -0.831
C -3.984 1.468 -0.461
C -3.776 0.302 0.269
C -2.491 -0.101 0.613
C -1.402 0.674 0.226
H -0.760 4.722 -6.099
H -1.248 6.224 -4.196
H -0.949 5.432 -1.884
H 0.344 1.618 -3.373
H 0.028 2.412 -5.677
H -1.987 3.720 1.329
H -1.935 5.686 2.805
H -0.094 7.326 2.631
H 1.716 6.978 0.979
H 1.684 5.006 -0.490
H -3.054 3.168 -1.396
H -4.989 1.766 -0.731
H -4.621 -0.304 0.571
H -2.363 -1.010 1.184
C -0.747 -3.012 -1.305
C 0.088 -3.673 -0.211
As 0.296 -2.527 1.359
C -1.281 -2.851 2.419
C -1.488 -2.044 3.536
C -2.624 -2.217 4.312
C -3.560 -3.184 3.970
C -3.359 -3.982 2.852
C -2.219 -3.818 2.076
C 1.732 -3.361 2.326
C 1.492 -4.202 3.405
C 2.564 -4.777 4.075
C 3.864 -4.509 3.668
C 4.101 -3.665 2.592
C 3.035 -3.085 1.922
As 0.244 -1.455 -1.976
C 1.770 -2.331 -2.775
C 1.646 -3.465 -3.575
C 2.776 -4.078 -4.093
C 4.037 -3.564 -3.814
C 4.168 -2.437 -3.017
C 3.035 -1.823 -2.497
C -0.831 -0.867 -3.471
C -0.331 -0.827 -4.769
C -1.113 -0.314 -5.796
C -2.389 0.165 -5.529
C -2.886 0.129 -4.234
C -2.108 -0.379 -3.204
H -1.717 -2.662 -0.946
H -0.931 -3.704 -2.126
H 1.103 -3.871 -0.562
H -0.317 -4.633 0.109
H -0.775 -1.270 3.794
H -2.779 -1.589 5.181
H -4.448 -3.316 4.575
H -4.089 -4.735 2.583
H -2.078 -4.448 1.207
H 0.477 -4.402 3.726
H 2.383 -5.431 4.918
H 4.697 -4.957 4.194
H 5.117 -3.451 2.283
H 3.221 -2.407 1.095
H 0.667 -3.870 -3.805
H 2.675 -4.958 -4.716
H 4.918 -4.045 -4.220
H 5.149 -2.033 -2.800
H 3.141 -0.940 -1.876
H 0.666 -1.188 -4.983
H -0.723 -0.290 -6.805
H -2.994 0.569 -6.331
H -3.878 0.505 -4.020
H -2.502 -0.392 -2.194
F -0.751 2.412 4.511
C 0.329 1.710 4.834
F -0.085 0.563 5.390
F 1.019 2.388 5.752
C 1.188 1.419 3.571
O 0.338 1.009 2.583
C 2.236 0.307 3.887
F 3.102 0.209 2.855
F 1.636 -0.883 3.991
F 2.933 0.510 4.995
C 1.939 2.723 3.154
F 3.037 2.947 3.873
F 2.316 2.626 1.861
F 1.150 3.785 3.256
*
```

Results
DFT total energy (eV): -213699.3746
Kohn-Sham gap (eV): 7.96
HOMO energy (eV): -10.58
LUMO (eV): -2.6

Number 1: F_max 1.6 eV Å⁻¹. Number 2: F_max 1.7 eV Å⁻¹. Number 3: F_max 5.9 eV Å⁻¹. Number 4: F_max 6.1 eV Å⁻¹. Number 5: F_max 0.2 eV Å⁻¹.